(1)
{
  "formula": "C11H20N2O5",
  "method": "the ωB97M-V functional and the def2-TZVPD basis",
  "elements": ["C", "C", "C", "C", "C", "C", "C", "C", "C", "C", "C", "H", "H", "H", "H", "H", "H", "H", "H", "H", "H", "H", "H", "H", "H", "H", "H", "H", "H", "H", "H", "N", "N", "O", "O", "O", "O", "O"],
  "coordinates": [[0.297, 1.234, 2.621], [0.937, 0.195, 1.704], [-1.147, 0.878, 2.932], [-1.497, -0.622, 3.412], [-1.578, -1.610, 2.263], [0.810, -0.273, -0.644], [2.184, -0.570, -1.333], [-0.158, 0.079, -1.903], [0.278, 1.433, -2.526], [0.104, -1.004, -3.043], [-0.887, -0.852, -4.219], [0.112, 3.597, 2.915], [1.479, 2.823, 2.093], [1.036, 1.127, 3.553], [-1.671, 0.959, 1.975], [-1.644, 1.591, 3.743], [-2.612, -0.433, 3.950], [-0.819, -0.974, 4.159], [-1.703, -3.476, 1.718], [0.845, 1.657, 0.258], [0.330, -0.930, -0.123], [-1.119, 0.037, -1.497], [-0.197, 2.086, -1.609], [-0.084, 1.725, -3.652], [1.578, 1.583, -2.675], [0.048, -2.166, -2.691], [1.055, -0.920, -3.484], [-0.180, -1.454, -5.171], [-2.043, -1.465, -3.869], [-1.054, 0.539, -4.407], [2.546, -1.470, 0.245], [0.418, 2.741, 2.179], [0.839, 0.634, 0.499], [1.212, -1.032, 1.944], [-1.684, -1.223, 1.103], [-1.674, -2.974, 2.496], [2.511, -0.412, -2.469], [3.130, -1.059, -0.446]],
  "nbo_charge": [-0.12, 0.67, -0.41, -0.50, 0.81, -0.17, 0.79, -0.23, -0.66, -0.45, -0.61, 0.40, 0.36, 0.19, 0.24, 0.22, 0.25, 0.25, 0.50, 0.44, 0.25, 0.22, 0.21, 0.24, 0.25, 0.20, 0.24, 0.23, 0.21, 0.20, 0.50, -0.88, -0.58, -0.68, -0.63, -0.69, -0.56, -0.69],
  "e_above_lowest_kj_mol": 816.3,
  "e_lumo_ev": 0.506,
  "gap_ev": 10.2
}

(2)
{
  "formula": "C5H6Br2",
  "method": "the ωB97M-V functional and the def2-TZVPD basis",
  "elements": ["C", "C", "C", "C", "C", "Br", "Br", "H", "H", "H", "H", "H", "H"],
  "coordinates": [[-1.491, -2.189, 0.344], [2.401, -0.143, 0.367], [-1.019, -1.417, -0.562], [1.389, 0.171, 0.941], [0.278, 0.786, 1.723], [-0.934, -1.196, -2.348], [-1.679, -2.538, -4.589], [-1.191, -2.046, 1.419], [-1.649, -3.236, 0.122], [3.159, -0.349, -0.368], [-0.301, -0.088, 2.126], [-0.395, 1.435, 0.963], [0.747, 1.183, 2.644]],
  "nbo_charge": [-0.56, -0.26, -0.03, -0.01, -0.70, 0.43, -0.35, 0.25, 0.25, 0.24, 0.22, 0.26, 0.25],
  "e_above_lowest_kj_mol": 539.1,
  "e_lumo_ev": [-1.429, -2.500],
  "gap_ev": [8.4, 6.7]
}

(3)
{
  "formula": "C24H18F5IrN2OS2",
  "method": "the ωB97M-V functional and the def2-TZVPD basis",
  "elements": ["Ir", "S", "C", "N", "C", "C", "N", "C", "C", "C", "C", "C", "C", "C", "C", "S", "C", "C", "C", "C", "C", "C", "C", "H", "H", "H", "H", "H", "H", "H", "H", "H", "H", "H", "H", "H", "H", "H", "H", "H", "H", "O", "F", "C", "C", "C", "F", "C", "F", "C", "F", "C", "F"],
  "coordinates": [[-2.064, 0.135, -2.788], [0.292, 0.044, -2.800], [0.592, -0.044, -1.194], [1.917, -0.194, -0.786], [2.188, -0.488, 0.596], [1.389, 0.472, 1.429], [-0.004, 0.196, 1.176], [-0.872, 0.029, 2.328], [-0.513, -1.217, 3.102], [-0.108, -1.147, 4.432], [0.210, -2.306, 5.132], [0.126, -3.542, 4.506], [-0.278, -3.618, 3.178], [-0.596, -2.462, 2.480], [-0.433, 0.083, -0.140], [-2.048, 0.033, -0.422], [3.051, -0.045, -1.680], [3.850, 1.192, -1.339], [3.244, 2.444, -1.419], [3.963, 3.593, -1.121], [5.297, 3.500, -0.740], [5.907, 2.256, -0.658], [5.185, 1.105, -0.957], [3.254, -0.408, 0.814], [1.872, -1.512, 0.835], [1.629, 1.497, 1.120], [1.624, 0.373, 2.489], [-1.916, -0.061, 2.033], [-0.804, 0.921, 2.958], [-0.041, -0.188, 4.930], [0.523, -2.245, 6.166], [0.372, -4.444, 5.050], [-0.347, -4.580, 2.687], [-0.913, -2.532, 1.445], [2.739, 0.047, -2.719], [3.670, -0.946, -1.621], [2.205, 2.527, -1.718], [3.485, 4.561, -1.188], [5.858, 4.395, -0.509], [6.945, 2.182, -0.363], [5.672, 0.139, -0.892], [-2.060, 1.915, -2.795], [-4.028, -2.117, -1.811], [-4.785, -1.124, -2.310], [-4.165, 0.007, -2.821], [-4.987, 1.007, -3.340], [-4.473, 2.115, -3.869], [-6.367, 0.879, -3.334], [-7.136, 1.848, -3.836], [-6.954, -0.258, -2.811], [-8.280, -0.384, -2.807], [-6.161, -1.265, -2.299], [-6.727, -2.369, -1.797]],
  "nbo_charge": [1.02, -0.09, -0.03, -0.39, -0.22, -0.22, -0.39, -0.26, 0.05, -0.25, -0.20, -0.22, -0.19, -0.25, -0.02, -0.06, -0.26, 0.05, -0.25, -0.19, -0.22, -0.20, -0.25, 0.23, 0.21, 0.21, 0.23, 0.25, 0.21, 0.21, 0.22, 0.22, 0.22, 0.22, 0.25, 0.20, 0.22, 0.22, 0.22, 0.22, 0.21, -0.39, -0.32, 0.30, -0.43, 0.31, -0.30, 0.30, -0.30, 0.26, -0.29, 0.26, -0.29],
  "e_above_lowest_kj_mol": 43.8,
  "e_lumo_ev": [-0.812, -1.536],
  "spin_multiplicity": 5,
  "gap_ev": [6.0, 7.2]
}

(4)
{
  "formula": "C26H45ClI3N2O4PSSi2",
  "method": "the ωB97M-V functional and the def2-TZVPD basis",
  "elements": ["C", "C", "I", "C", "I", "C", "C", "C", "C", "C", "O", "C", "O", "N", "C", "C", "C", "C", "C", "C", "C", "C", "C", "C", "O", "S", "C", "I", "P", "O", "Cl", "H", "H", "H", "H", "H", "H", "H", "H", "H", "H", "H", "H", "H", "H", "H", "H", "H", "H", "H", "H", "H", "H", "H", "H", "H", "H", "H", "C", "Si", "C", "C", "N", "Si", "C", "C", "C", "H", "H", "H", "H", "H", "H", "H", "H", "H", "H", "H", "H", "H", "H", "H", "H", "H", "H"],
  "coordinates": [[-3.355, -2.454, 0.381], [-2.302, -1.251, 0.227], [-0.863, -1.689, 1.851], [-2.949, 0.184, 0.537], [-2.118, 1.000, 2.359], [-2.959, 1.224, -0.717], [-4.265, 1.130, -1.650], [-4.299, 0.163, -2.857], [-3.922, -1.346, -2.621], [-4.259, -2.089, -3.991], [-4.012, -3.510, -3.873], [-3.070, -3.877, -4.842], [-3.263, -4.694, -5.686], [-3.417, 2.489, 0.028], [-2.785, 3.609, 0.008], [-3.119, 4.998, 0.602], [-2.922, 4.974, 2.181], [-1.490, 5.442, 2.561], [-0.584, 4.559, 3.315], [0.756, 5.009, 3.725], [1.257, 6.343, 3.386], [0.373, 7.219, 2.616], [-0.972, 6.782, 2.223], [-1.467, 3.348, -0.785], [-0.491, 3.317, 0.276], [-0.776, 4.602, -1.949], [-1.586, 1.770, -1.298], [0.325, 0.948, -0.660], [-1.275, 1.999, -3.155], [-2.662, 2.739, -3.832], [-1.022, 0.051, -3.976], [-4.402, -2.082, 0.212], [-3.096, -3.228, -0.399], [-3.241, -2.971, 1.364], [-1.681, -1.322, -0.694], [-4.044, 0.000, 0.749], [-4.439, 2.189, -2.008], [-5.131, 0.915, -0.959], [-5.377, 0.136, -3.210], [-3.743, 0.486, -3.781], [-2.844, -1.549, -2.426], [-4.636, -1.764, -1.871], [-3.649, -1.635, -4.827], [-5.342, -1.934, -4.233], [-2.061, -3.368, -4.761], [-4.298, 2.531, 0.558], [-4.173, 5.288, 0.315], [-2.468, 5.797, 0.151], [-3.178, 3.939, 2.532], [-3.666, 5.700, 2.612], [-0.865, 3.520, 3.619], [1.458, 4.341, 4.285], [2.280, 6.642, 3.710], [0.771, 8.231, 2.354], [-1.641, 7.464, 1.643], [0.021, 4.146, 0.216], [-1.157, 5.860, -1.524], [-2.799, 2.345, -4.716], [8.104, -4.600, 0.028], [6.351, -4.576, 0.739], [6.510, -5.010, 2.568], [5.408, -5.959, -0.131], [5.664, -3.033, 0.478], [4.088, -2.650, 0.987], [3.867, -2.760, 2.857], [2.765, -3.713, 0.161], [3.704, -0.857, 0.507], [8.563, -5.582, 0.188], [8.088, -4.403, -1.047], [8.729, -3.846, 0.513], [7.135, -5.902, 2.694], [5.540, -5.231, 3.019], [6.976, -4.192, 3.121], [5.220, -5.702, -1.175], [4.453, -6.169, 0.355], [5.991, -6.887, -0.112], [3.862, -3.795, 3.203], [2.908, -2.315, 3.156], [4.664, -2.222, 3.376], [2.906, -3.735, -0.922], [1.766, -3.304, 0.363], [2.774, -4.737, 0.538], [3.771, -0.721, -0.576], [4.400, -0.168, 0.991], [2.687, -0.597, 0.825]],
  "lowdin_charge": [-0.18, -0.72, 0.77, -0.64, 0.89, -0.34, -0.12, -0.21, -0.18, -0.19, -0.06, -0.33, 0.12, 0.06, -0.14, -0.08, -0.13, -0.22, -0.04, -0.06, -0.07, -0.07, -0.05, -0.75, -0.30, 0.83, -0.79, 1.12, 0.55, -0.37, 0.22, 0.07, 0.09, 0.03, 0.03, 0.08, 0.13, 0.13, 0.13, 0.06, 0.08, 0.11, 0.12, 0.14, 0.16, 0.18, 0.14, 0.09, 0.07, 0.13, 0.06, 0.11, 0.10, 0.10, 0.10, 0.08, -0.09, 0.05, -0.21, 0.21, -0.21, -0.21, -0.25, 0.19, -0.20, -0.20, -0.21, 0.01, 0.01, 0.01, 0.01, 0.00, 0.02, 0.02, 0.00, 0.01, 0.00, 0.00, 0.02, 0.02, -0.03, 0.00, 0.01, 0.02, -0.04],
  "e_lumo_ev": -2.161,
  "gap_ev": 2.6
}

Number 1 is which compound? C11H20N2O5